The following is a quantum chemistry calculation of C5H8O2 in the gas phase, from the Open Molecules 2025 dataset.

Cartesian coordinates (Å):
O1 2.388 0.197 -0.340
C1 1.153 0.242 0.340
C2 0.028 1.188 -0.160
C3 -0.950 0.034 0.108
O2 -2.071 0.130 0.915
C4 -0.712 -1.054 -0.881
C5 0.193 -0.938 0.328
H1 3.073 0.259 0.335
H2 1.298 0.491 1.405
H3 -0.107 2.067 0.474
H4 0.073 1.501 -1.210
H5 -2.816 0.433 0.381
H6 -1.407 -1.888 -0.800
H7 -0.378 -0.840 -1.895
H8 0.244 -1.766 1.030

Output
- Highest occupied orbital energy: -9.7 eV
- SMILES string: O[C@H]1C[C@@]2(O)C[C@@H]12
- Kohn-Sham gap: 10.482 eV
- Lowest unoccupied orbital energy: 0.801 eV
- ΔE to the lowest compared entry with this formula, charge and spin: 2.263 eV
- Electronic energy: -9407.5690 eV


The following is a quantum chemistry calculation of 3 unconnected molecules or ions with the total composition C18H24ClF5O11S2 at a distorted geometry, from the Open Molecules 2025 dataset.

Cartesian coordinates (Å):
O1 1.632 -1.852 -1.204
C1 2.164 -1.118 -1.979
O2 3.321 -1.455 -2.660
C2 3.680 -0.403 -3.474
O3 4.641 -0.430 -4.178
C3 2.688 0.702 -3.259
S1 2.750 2.286 -4.024
O4 3.212 2.119 -5.364
O5 1.518 3.000 -3.926
C4 4.037 3.300 -3.152
F1 5.253 2.895 -3.482
F2 3.883 4.532 -3.637
C5 3.886 3.406 -1.617
F3 3.802 2.207 -1.041
F4 4.981 4.004 -1.151
F5 2.840 4.125 -1.278
C6 1.785 0.288 -2.373
C7 0.596 0.946 -1.772
C8 -0.528 1.148 -2.837
C9 -1.345 2.419 -2.547
C10 -1.541 3.336 -3.759
S2 -0.937 5.018 -3.474
O6 -0.407 5.534 -4.694
O7 -0.049 5.071 -2.355
Cl1 -2.620 6.092 -2.952
H1 0.212 0.251 -1.026
H2 0.837 1.871 -1.256
H3 -1.173 0.275 -2.809
H4 -0.037 1.153 -3.805
H5 -2.326 2.086 -2.218
H6 -0.892 2.964 -1.726
H7 -1.111 2.980 -4.687
H8 -2.610 3.454 -3.927
O8 -2.467 -0.583 -1.444
C11 -2.845 -0.794 -0.319
O9 -2.151 -1.635 0.447
C12 -2.407 -1.837 1.847
C13 -3.506 -2.850 2.077
C14 -4.127 -0.191 0.204
H9 -2.608 -0.885 2.341
H10 -1.478 -2.215 2.259
H11 -4.456 -2.512 1.657
H12 -3.644 -3.028 3.142
H13 -3.259 -3.794 1.595
H14 -4.964 -0.798 -0.137
H15 -4.225 0.811 -0.207
H16 -4.166 -0.100 1.286
O10 -1.120 -4.284 3.325
C15 -0.526 -4.202 4.365
O11 -0.868 -3.229 5.229
C16 -0.345 -3.135 6.558
C17 0.990 -2.421 6.588
C18 0.639 -5.107 4.684
H17 -0.302 -4.119 7.027
H18 -1.081 -2.557 7.116
H19 1.749 -2.962 6.024
H20 1.340 -2.309 7.615
H21 0.899 -1.432 6.139
H22 1.532 -4.711 4.203
H23 0.425 -6.092 4.277
H24 0.828 -5.233 5.747

Output
- Highest occupied orbital energy: -10.6 eV
- SMILES string: O=C1OC(=O)C(S(=O)(=O)C(F)(F)C(F)(F)F)=C1CCCCS(=O)(=O)Cl.CCOC(C)=O.CCOC(C)=O
- Kohn-Sham gap: 8.875 eV
- Lowest unoccupied orbital energy: -1.676 eV
- Electronic energy: -89356.4782 eV


The following is a quantum chemistry calculation of C10H12OS in the gas phase at a distorted geometry, from the Open Molecules 2025 dataset.

Cartesian coordinates (Å):
C1 -1.852 -1.422 0.328
C2 -2.048 0.934 -0.252
C3 -0.539 -1.392 -0.020
C4 -0.649 0.975 -0.521
C5 -2.666 -0.288 0.101
C6 0.132 -0.193 -0.475
C7 3.691 0.474 -0.610
C8 3.250 1.402 0.406
C9 3.917 0.127 0.846
C10 -4.137 -0.336 0.252
O1 2.012 -1.859 -1.387
S1 1.828 -0.462 -1.115
H1 -2.400 -2.293 0.839
H2 -2.513 1.854 -0.515
H3 0.051 -2.217 0.124
H4 -0.185 1.929 -0.732
H5 3.871 2.306 0.517
H6 2.154 1.590 0.663
H7 3.280 -0.699 1.347
H8 4.891 0.173 1.280
H9 -4.579 0.610 0.611
H10 -4.603 -0.582 -0.663
H11 -4.307 -1.013 1.181
H12 1.405 0.384 -2.204

Output
- Highest occupied orbital energy: -7.9 eV
- SMILES string: Cc1ccc([S@H](=O)=C2CC2)cc1
- Kohn-Sham gap: 7.936 eV
- Lowest unoccupied orbital energy: 0.002 eV
- ΔE to the lowest compared entry with this formula, charge and spin: 6.312 eV
- Electronic energy: -23440.5511 eV


The following is a quantum chemistry calculation of 2 unconnected molecules or ions with the total composition C3H13N2Si at a distorted geometry, from the Open Molecules 2025 dataset.

Cartesian coordinates (Å):
C1 -0.363 -2.060 0.013
C2 -1.049 1.315 -0.158
C3 0.532 -0.964 -0.401
N1 1.542 -0.560 0.342
N2 -2.487 0.952 0.055
Si1 2.717 0.748 -0.009
H1 -1.306 -2.036 -0.528
H2 0.115 -3.012 -0.238
H3 -0.539 -2.062 1.087
H4 -0.960 2.095 -0.900
H5 -0.610 1.604 0.793
H6 0.509 -0.614 -1.419
H7 1.574 -0.967 1.269
H8 -2.532 0.030 0.503
H9 -2.955 0.895 -0.852
H10 -3.013 1.616 0.646
H11 4.012 0.101 0.158
H12 2.428 1.760 1.002
H13 2.383 1.157 -1.364

Output
- Highest occupied orbital energy (spin up / spin down): -8.6 / -13.7 eV
- Total charge: +1
- Kohn-Sham gap (spin up / spin down): 4.735 / 8.110 eV
- Lowest unoccupied orbital energy (spin up / spin down): -3.887 / -5.628 eV
- ΔE to the lowest compared entry with this formula, charge and spin: 0.000 eV
- Electronic energy: -14168.5621 eV
- Spin multiplicity: 3


The following is a quantum chemistry calculation of a molecular structure, IZn, from the Open Molecules 2025 dataset.

Cartesian coordinates (Å):
Zn1 -0.349 -1.217 0.346
I1 0.349 1.217 -0.346

Output
- Highest occupied orbital energy (spin up / spin down): -22.3 / -21.9 eV
- Total charge: +2
- Kohn-Sham gap (spin up / spin down): 7.781 / 6.874 eV
- Lowest unoccupied orbital energy (spin up / spin down): -14.510 / -15.039 eV
- ΔE to the lowest compared entry with this formula, charge and spin: 0.000 eV
- Electronic energy: -56494.8202 eV
- Spin multiplicity: 2


The following is a quantum chemistry calculation of 2 unconnected molecules or ions with the total composition CH3Cl2OPS at a distorted geometry, from the Open Molecules 2025 dataset.

Cartesian coordinates (Å):
C1 -0.291 -0.939 0.961
O1 1.116 1.189 0.158
P1 -0.240 0.687 0.238
S1 -1.611 1.693 -0.694
Cl1 0.088 -0.276 2.567
Cl2 0.848 -0.060 -2.910
H1 0.444 -1.543 0.628
H2 -1.271 -1.562 1.039
H3 0.916 0.812 -1.987

Output
- Highest occupied orbital energy: -10.0 eV
- Kohn-Sham gap: 9.137 eV
- Lowest unoccupied orbital energy: -0.846 eV
- ΔE to the lowest compared entry with this formula, charge and spin: 2.692 eV
- Electronic energy: -48301.9606 eV


The following is a quantum chemistry calculation of C2H4FP in the gas phase at a distorted geometry, from the Open Molecules 2025 dataset.

Cartesian coordinates (Å):
C1 -0.144 0.203 -0.256
C2 0.259 -0.538 0.916
F1 0.764 -0.304 -1.436
P1 -1.368 1.245 -0.691
H1 0.714 0.145 1.608
H2 1.117 -1.260 0.471
H3 -0.556 -1.038 1.319
H4 -0.786 1.547 -1.932

Output
- Highest occupied orbital energy (spin up / spin down): -6.8 / -10.7 eV
- Kohn-Sham gap (spin up / spin down): 7.823 / 8.111 eV
- Lowest unoccupied orbital energy (spin up / spin down): 1.008 / -2.594 eV
- ΔE to the lowest compared entry with this formula, charge and spin: 0.174 eV
- Electronic energy: -14140.0221 eV
- Spin multiplicity: 3


The following is a quantum chemistry calculation of a molecular structure, C37H36CoFN8O5 at a distorted geometry, from the Open Molecules 2025 dataset.

Cartesian coordinates (Å):
Co1 1.663 1.301 -2.305
C1 3.714 -2.501 -1.757
C2 3.508 -1.127 -1.971
N1 2.350 -0.636 -2.351
C3 1.294 -1.476 -2.560
C4 1.409 -2.859 -2.359
C5 2.662 -3.351 -1.937
C6 0.293 -3.700 -2.618
C7 -0.836 -3.121 -3.111
C8 -0.956 -1.727 -3.327
C9 0.080 -0.850 -3.034
N2 0.161 0.503 -3.191
C10 -0.941 1.293 -3.432
C11 -2.284 1.000 -3.324
C12 -3.289 1.955 -3.634
C13 -2.996 3.211 -4.058
C14 -1.624 3.582 -4.139
C15 -1.201 4.863 -4.550
C16 0.129 5.169 -4.586
C17 1.044 4.183 -4.172
N3 0.684 2.980 -3.802
C18 -0.631 2.654 -3.803
H1 4.687 -2.849 -1.443
H2 4.302 -0.419 -1.779
H3 2.773 -4.417 -1.777
H4 0.383 -4.768 -2.472
H5 -1.685 -3.741 -3.374
H6 -1.860 -1.396 -3.810
H7 -2.635 0.045 -2.968
H8 -4.323 1.647 -3.534
H9 -3.766 3.925 -4.313
H10 -1.951 5.591 -4.835
H11 0.486 6.140 -4.899
H12 2.105 4.399 -4.144
C19 3.234 5.855 -0.224
O1 3.911 5.178 -1.291
C20 3.231 4.138 -1.809
O2 2.127 3.805 -1.468
N4 3.987 3.589 -2.813
N5 3.662 2.324 -3.334
H13 3.845 6.725 -0.002
H14 3.169 5.201 0.644
H15 2.234 6.155 -0.532
H16 4.959 3.858 -2.815
H17 4.275 1.635 -2.912
H18 3.766 2.353 -4.340
F1 -3.700 -0.976 0.776
C21 -2.454 -0.924 1.299
C22 -1.479 -0.240 0.637
C23 -0.202 -0.143 1.186
C24 0.826 0.553 0.388
O3 0.462 1.090 -0.670
C25 2.156 0.506 0.898
C26 2.334 -0.059 2.123
N6 1.392 -0.650 2.900
C27 1.861 -1.085 4.212
C28 1.539 -2.387 4.867
C29 1.057 -1.074 5.467
C30 0.088 -0.747 2.415
C31 -0.929 -1.463 3.063
C32 -2.197 -1.559 2.521
N7 -3.165 -2.329 3.237
C33 -4.326 -2.902 2.569
C34 -4.994 -3.878 3.552
N8 -3.967 -4.278 4.578
C35 -3.644 -3.103 5.475
C36 -3.517 -1.869 4.574
C37 3.404 1.047 0.216
O4 4.451 1.000 0.858
O5 3.276 1.499 -0.962
H19 -1.683 0.240 -0.313
H20 3.340 -0.035 2.523
H21 2.885 -0.763 4.324
H22 2.360 -2.893 5.354
H23 0.827 -3.050 4.401
H24 1.546 -0.707 6.357
H25 0.008 -0.832 5.404
H26 -0.740 -1.996 3.978
H27 -3.996 -3.432 1.677
H28 -5.073 -2.165 2.267
H29 -5.362 -4.780 3.070
H30 -5.804 -3.424 4.121
H31 -3.107 -4.526 4.083
H32 -4.268 -5.085 5.122
H33 -2.714 -3.355 5.983
H34 -4.451 -3.031 6.202
H35 -2.741 -1.216 4.966
H36 -4.450 -1.292 4.565

Output
- Highest occupied orbital energy (spin up / spin down): -8.1 / -8.0 eV
- Total charge: +1
- Kohn-Sham gap (spin up / spin down): 4.867 / 4.823 eV
- Lowest unoccupied orbital energy (spin up / spin down): -3.227 / -3.227 eV
- ΔE to the lowest compared entry with this formula, charge and spin: 1.811 eV
- Electronic energy: -101450.2393 eV
- Spin multiplicity: 2


The following is a quantum chemistry calculation of C3H6NPS in the gas phase at a distorted geometry, from the Open Molecules 2025 dataset.

Cartesian coordinates (Å):
C1 -0.543 1.026 -1.023
C2 0.851 1.407 -0.576
C3 -0.890 -0.484 0.764
N1 -1.157 0.187 -0.345
P1 -0.494 -2.249 0.665
S1 1.420 0.683 0.924
H1 -0.819 1.159 -2.099
H2 1.335 1.117 -1.445
H3 0.870 2.467 -0.310
H4 -1.649 -0.348 1.492
H5 0.222 -2.645 1.949
H6 0.855 -2.322 0.005

Output
- Highest occupied orbital energy (spin up / spin down): -7.9 / -7.9 eV
- Kohn-Sham gap (spin up / spin down): 7.684 / 7.686 eV
- Lowest unoccupied orbital energy (spin up / spin down): -0.193 / -0.192 eV
- ΔE to the lowest compared entry with this formula, charge and spin: 3.121 eV
- Electronic energy: -24818.8339 eV


The following is a quantum chemistry calculation of 2 unconnected molecules or ions with the total composition H2NPS at a distorted geometry, from the Open Molecules 2025 dataset.

Cartesian coordinates (Å):
N1 0.725 0.374 0.122
P1 1.156 1.783 -0.145
S1 3.700 -0.573 0.101
H1 1.491 -0.317 0.016
H2 3.210 -1.418 -1.127

Output
- Highest occupied orbital energy (spin up / spin down): -9.4 / -7.7 eV
- Kohn-Sham gap (spin up / spin down): 8.229 / 5.036 eV
- Lowest unoccupied orbital energy (spin up / spin down): -1.188 / -2.682 eV
- ΔE to the lowest compared entry with this formula, charge and spin: 4.049 eV
- Electronic energy: -21642.8371 eV


The following is a quantum chemistry calculation of a molecular structure, C35H40N10NiO3PS at a distorted geometry, from the Open Molecules 2025 dataset.

Cartesian coordinates (Å):
Ni1 -0.017 -1.561 0.848
C1 -0.626 2.775 4.684
N1 -0.091 1.736 3.793
C2 -0.545 1.319 2.582
N2 0.030 0.126 2.275
C3 0.885 -0.074 3.310
N3 0.829 0.839 4.257
C4 -0.594 4.184 4.080
C5 0.081 5.233 4.725
C6 0.246 6.463 4.070
C7 -0.340 6.689 2.813
C8 -1.031 5.658 2.134
C9 -1.205 4.472 2.861
C10 -1.611 5.725 0.813
N4 -1.406 6.555 -0.146
N5 -2.119 6.114 -1.251
C11 -2.673 4.959 -0.939
O1 -2.380 4.656 0.379
C12 -3.343 3.962 -1.744
C13 -3.532 4.083 -3.114
C14 -4.037 3.003 -3.828
C15 -4.443 1.851 -3.188
C16 -4.387 1.766 -1.763
C17 -4.928 0.537 -1.037
N6 -3.831 -0.239 -0.394
C18 -2.430 -0.104 -0.366
N7 -1.963 -0.998 0.444
C19 -3.045 -1.708 0.935
N8 -4.182 -1.283 0.429
C20 -3.875 2.837 -1.085
H1 0.080 2.759 5.501
H2 -1.607 2.436 5.042
H3 -1.179 1.955 1.949
H4 1.496 -0.969 3.395
H5 0.529 5.117 5.717
H6 0.793 7.260 4.562
H7 -0.193 7.640 2.337
H8 -1.880 3.697 2.379
H9 -3.152 4.949 -3.694
H10 -3.992 3.092 -4.883
H11 -4.712 0.977 -3.756
H12 -5.451 -0.201 -1.676
H13 -5.622 0.866 -0.270
H14 -1.896 0.585 -1.028
H15 -2.960 -2.415 1.755
H16 -3.785 2.804 0.029
C21 1.992 -2.287 -5.021
C22 2.207 -3.482 -4.093
N9 1.150 -3.664 -3.066
C23 0.068 -4.571 -3.442
C24 -1.091 -3.834 -4.134
C25 1.132 -2.936 -1.918
S1 -0.216 -3.101 -0.872
N10 2.207 -2.183 -1.639
C26 2.094 -1.013 -1.010
O2 1.059 -0.499 -0.425
C27 3.324 -0.167 -1.028
C28 4.511 -0.665 -1.552
C29 5.692 0.076 -1.525
C30 5.716 1.361 -0.972
C31 4.475 1.891 -0.551
C32 3.306 1.134 -0.490
H17 2.953 -2.026 -5.532
H18 1.732 -1.403 -4.390
H19 1.199 -2.491 -5.756
H20 3.108 -3.267 -3.542
H21 2.371 -4.451 -4.606
H22 -0.328 -5.071 -2.555
H23 0.539 -5.300 -4.091
H24 -1.298 -2.933 -3.549
H25 -2.038 -4.406 -4.156
H26 -0.828 -3.571 -5.140
H27 4.530 -1.736 -1.862
H28 6.640 -0.342 -1.889
H29 6.660 1.876 -0.985
H30 4.445 2.929 -0.269
H31 2.372 1.525 -0.045
C33 0.271 -5.419 1.621
P1 1.303 -4.219 2.440
C34 1.126 -4.548 4.180
C35 3.053 -4.441 1.946
O3 0.859 -2.727 2.287
H32 0.882 -6.298 1.565
H33 0.139 -5.074 0.572
H34 -0.655 -5.696 2.170
H35 1.483 -5.577 4.411
H36 0.047 -4.507 4.464
H37 1.652 -3.804 4.780
H38 3.606 -5.312 2.339
H39 3.519 -3.583 2.498
H40 3.124 -4.321 0.894

Output
- Highest occupied orbital energy (spin up / spin down): -10.7 / -10.8 eV
- Total charge: +1
- Kohn-Sham gap (spin up / spin down): 8.436 / 8.519 eV
- Lowest unoccupied orbital energy (spin up / spin down): -2.302 / -2.302 eV
- ΔE to the lowest compared entry with this formula, charge and spin: 0.000 eV
- Electronic energy: -119151.8293 eV
- Spin multiplicity: 3


The following is a quantum chemistry calculation of a gas-phase ion, C6H13N3P (charge +1) at a distorted geometry, from the Open Molecules 2025 dataset.

Cartesian coordinates (Å):
C1 0.272 -0.070 -0.395
C2 -0.313 -1.422 -0.356
C3 1.524 -0.133 -0.882
C4 -0.412 1.202 0.133
C5 2.384 1.116 -1.109
C6 -0.589 1.197 1.683
N1 -1.522 -1.717 -0.698
N2 0.404 -2.417 0.194
N3 -1.777 1.491 -0.541
P1 -2.577 0.137 -0.468
H1 1.869 -1.050 -1.356
H2 0.294 2.136 -0.185
H3 2.442 1.872 -0.334
H4 1.986 1.539 -2.047
H5 3.356 0.959 -1.328
H6 -1.421 0.493 2.025
H7 -1.006 2.210 2.110
H8 0.431 0.807 2.231
H9 1.474 -2.267 0.177
H10 0.089 -3.324 -0.039
H11 -2.012 -2.703 -0.714
H12 -3.298 -0.476 0.638
H13 -3.556 -0.241 -1.419

Output
- Highest occupied orbital energy: -13.6 eV
- SMILES string: C/C=C1/C(=[NH2+])N[PH2]=N[C@H]1C
- Total charge: +1
- Kohn-Sham gap: 9.680 eV
- Lowest unoccupied orbital energy: -3.879 eV
- ΔE to the lowest compared entry with this formula, charge and spin: 1.033 eV
- Electronic energy: -20181.8441 eV